# 1
C42H48N2P2PdSi2 | ωB97M-V/def2-TZVPD

```
97
C42H48N2P2PdSi2 | the OMol25 dataset | ωB97M-V/def2-TZVPD
Pd 0.0217 0.2239 -0.6816
C -0.6534 2.0343 1.7869
P 0.3081 0.4059 2.0604
C -0.4848 -1.2658 1.9487
C 0.4718 -2.1747 2.3770
C 0.2760 -3.5496 2.4203
C -0.9791 -4.0789 2.0278
C -1.9399 -3.2630 1.5521
C -1.7556 -1.7939 1.3245
C 0.4558 0.5652 3.8994
C -0.2624 -0.1750 4.8348
C -0.1082 0.0699 6.1929
C 0.7719 1.0456 6.6359
C 1.5025 1.7804 5.7123
C 1.3435 1.5413 4.3570
C 0.1182 2.7922 0.7555
C 0.8135 3.9922 0.7800
C 1.5982 4.0380 -0.4008
C 1.3598 2.8572 -1.0821
C 2.0737 2.1327 -2.1785
P 2.1900 0.3706 -1.5738
C 3.5088 0.3617 -0.3131
C 4.3280 -0.7634 -0.1892
C 5.3077 -0.8175 0.7879
C 5.4738 0.2445 1.6656
C 4.6289 1.3405 1.5830
C 3.6414 1.3973 0.6105
C 2.9980 -0.4845 -2.9773
C 4.3001 -0.1547 -3.3555
C 4.9047 -0.8025 -4.4189
C 4.2174 -1.7799 -5.1283
C 2.9204 -2.1053 -4.7677
C 2.3181 -1.4649 -3.6932
N 0.4235 2.1425 -0.3950
H -1.6490 1.8219 1.4231
H -0.7102 2.5767 2.7271
H 1.4217 -1.7854 2.7329
H 1.0519 -4.2042 2.7923
H -1.1704 -5.1406 2.1297
H -2.9084 -3.6654 1.2818
H -2.6379 -1.2903 1.7226
H -0.9474 -0.9461 4.5051
H -0.6850 -0.5007 6.9107
H 0.8855 1.2343 7.6958
H 2.2006 2.5382 6.0460
H 1.9054 2.1187 3.6287
H 0.7730 4.7395 1.5577
H 2.2818 4.8206 -0.6929
H 1.4926 2.1008 -3.1068
H 3.0584 2.5490 -2.3898
H 4.1987 -1.5976 -0.8672
H 5.9407 -1.6928 0.8638
H 6.2546 0.2106 2.4146
H 4.7313 2.1560 2.2879
H 2.9777 2.2517 0.5734
H 4.8442 0.6062 -2.8100
H 5.9218 -0.5519 -4.6925
H 4.6952 -2.2835 -5.9586
H 2.3743 -2.8608 -5.3186
H 1.3093 -1.7301 -3.4105
C -1.1136 -0.3435 -3.6240
Si -2.3010 0.4780 -2.3782
C -3.9954 0.0664 -3.1437
C -2.0469 2.3329 -2.6979
C -2.1527 0.0120 -0.5228
C -1.8474 -1.4880 -0.2749
C -2.8285 -2.3983 -0.9358
C -2.4095 -3.4871 -1.6272
C -1.0263 -3.7659 -1.7279
C -0.1177 -2.7736 -1.3397
N -0.4957 -1.6619 -0.7742
Si -3.5697 0.7490 0.4963
C -3.4743 0.8040 2.4151
C -3.8496 2.5389 -0.0589
C -5.2118 -0.1698 0.2191
H -1.4967 -0.1542 -4.6302
H -1.0364 -1.4261 -3.5028
H -0.1177 0.0937 -3.5647
H -3.9745 0.3148 -4.2079
H -4.8007 0.6468 -2.6881
H -4.2435 -0.9942 -3.0561
H -1.7454 2.4793 -3.7389
H -1.2733 2.7648 -2.0632
H -2.9657 2.9002 -2.5417
H -3.8771 -2.1456 -0.8542
H -3.1186 -4.1429 -2.1177
H -0.6679 -4.6776 -2.1825
H 0.9418 -2.8768 -1.5539
H -2.4921 0.6103 2.8466
H -4.1770 0.0949 2.8611
H -3.7727 1.8006 2.7497
H -2.9114 3.0619 -0.2522
H -4.3916 3.0892 0.7129
H -4.4506 2.5757 -0.9706
H -5.1815 -1.2070 0.5637
H -5.5144 -0.1703 -0.8297
H -5.9956 0.3321 0.7915
```

Output
- LUMO (alpha / beta): 0.1870 / -1.7160 eV
- ⟨S²⟩: 2.077
- Spin multiplicity: 3
- Highest occupied orbital energy (alpha / beta): -6.645 / -7.062 eV
- Total energy: -3128.27373 a.u.

Table of Löwdin atomic charges, one value per atom, all in e: 0.768 -0.259 1.084 -0.313 -0.161 -0.068 -0.094 -0.049 -0.206 -0.374 -0.093 -0.087 -0.098 -0.090 -0.111 -0.403 -0.063 -0.083 -0.430 -0.227 1.035 -0.347 -0.103 -0.085 -0.086 -0.074 -0.079 -0.355 -0.091 -0.074 -0.080 -0.074 -0.102 -0.143 -0.008 0.093 0.100 0.098 0.104 0.111 0.094 0.101 0.101 0.099 0.101 0.097 0.092 0.095 0.083 0.094 0.102 0.102 0.102 0.105 0.083 0.113 0.106 0.104 0.106 0.061 -0.184 0.464 -0.183 -0.176 -0.356 -0.500 -0.023 -0.064 -0.020 -0.130 -0.060 0.493 -0.180 -0.173 -0.174 0.038 0.014 -0.007 0.030 0.012 0.022 0.035 0.011 0.015 0.103 0.114 0.107 0.115 0.000 0.037 0.040 0.025 0.035 0.025 0.024 0.012 0.037

# 2
C14H18BN7O2Pb | ωB97M-V/def2-TZVPD

```
43
C14H18BN7O2Pb | the OMol25 dataset | ωB97M-V/def2-TZVPD
C -0.1632 3.7293 -1.2344
N 0.1990 2.4391 -1.4607
N 0.2247 2.2558 -2.8353
C -0.0857 3.4184 -3.4404
C -0.3269 4.3948 -2.4704
B 0.4484 0.8976 -3.5739
N 1.5257 -0.0201 -2.8970
N 1.5481 -0.3184 -1.5588
C 2.4786 -1.2790 -1.3609
C 3.0538 -1.6017 -2.6013
C 2.4328 -0.7800 -3.5368
Pb 0.2916 0.6475 0.3304
N -0.8464 0.0441 -3.4254
N -1.0808 -0.5361 -2.1906
C -2.1740 -1.2918 -2.3387
C -2.6728 -1.1929 -3.6614
C -1.7944 -0.3209 -4.3138
H -2.5590 -1.8790 -1.5111
H -1.7863 0.0856 -5.3182
H -3.5375 -1.6909 -4.0663
H 0.7535 1.1032 -4.7166
H 2.5154 -0.6670 -4.6035
H -0.1039 3.4441 -4.5191
H 3.8084 -2.3388 -2.7905
H -0.5913 5.4271 -2.6371
H 2.6905 -1.6795 -0.3722
H -0.3114 4.1317 -0.2298
H -0.4820 -2.5823 1.1696
C -0.5138 -3.6045 1.6076
H -0.0101 -4.2842 0.9141
H 0.0198 -3.6092 2.5710
H -1.5543 -3.9443 1.6958
O -1.4211 0.8503 2.8569
C -2.2409 1.1761 1.9964
C -3.6989 1.5821 2.2088
C -4.2658 1.7328 0.8042
C -3.0698 1.5189 -0.1401
O -3.0667 1.6291 -1.3592
N -1.9781 1.1949 0.6432
H -4.1809 0.7972 2.8034
H -3.7853 2.5229 2.7666
H -5.0430 0.9823 0.6129
H -4.6844 2.7297 0.6207
```

Output
- LUMO (alpha / beta): -11.3750 / -10.5338 eV
- Charge: +2
- Spin multiplicity: 1
- Highest occupied orbital energy (alpha / beta): -15.046 / -15.069 eV
- Total energy: -1295.12958 a.u.
- Energy above the lowest of the compared OMol25 structures with the same formula, charge and spin: 0.00 kJ/mol

Table of Löwdin atomic charges, one value per atom, all in e: -0.024 0.027 0.053 0.073 0.135 -0.459 -0.048 -0.177 -0.114 -0.011 -0.037 1.510 0.034 0.118 -0.040 0.125 0.071 0.143 0.162 0.145 0.135 0.133 0.161 0.112 0.151 0.121 0.150 -0.021 -0.042 0.020 0.035 0.028 -0.002 -0.532 -0.071 -0.071 -0.487 0.029 -0.073 0.137 0.137 0.134 0.133

# 3
CH2Cl2FN | ωB97M-V/def2-TZVPD

```
7
CH2Cl2FN | the OMol25 dataset | ωB97M-V/def2-TZVPD
C -0.2876 -0.3263 0.0413
N -1.5278 0.1541 -0.1555
F 0.2420 -1.2733 1.3288
Cl -2.1129 1.2017 1.0724
Cl -2.7892 -1.0093 -0.7283
H -0.0446 -0.9169 -0.8650
H 0.2827 0.5993 0.3447
```

Output
- LUMO (alpha / beta): 0.1847 / -4.0671 eV
- ⟨S²⟩: 2.012
- Spin multiplicity: 3
- Highest occupied orbital energy (alpha / beta): -7.413 / -11.307 eV
- Total energy: -1114.06172 a.u.
- Energy above the lowest of the compared OMol25 structures with the same formula, charge and spin: 24.26 kJ/mol

Table of Löwdin atomic charges, one value per atom, all in e: -0.252 -0.881 -0.210 0.632 0.474 0.120 0.117